No. 1
Entry from the OMol25 dataset: 7 unconnected molecules or ions with the total composition C36H79BrFO10P at a distorted geometry (the ωB97M-V functional and the def2-TZVPD basis).

Cartesian coordinates (Å):
C: -5.64487 -3.24160 2.45035
C: -5.15317 -2.40771 1.50492
C: -4.83551 -2.86894 0.09667
C: -4.70886 -1.71688 -0.92825
C: -3.72495 -0.62347 -0.46614
Br: -2.15646 -1.37698 0.44891
C: -3.17979 0.29506 -1.57565
C: -2.88007 1.72919 -1.08013
C: -4.24612 -2.43204 -2.22700
F: -2.89456 -2.53584 -2.42609
C: -4.98232 -1.76591 -3.38422
O: -4.87474 -1.94236 -4.55783
O: -5.85199 -0.87800 -2.83031
C: -6.10292 -1.21668 -1.44538
O: -7.05871 -2.21488 -1.50157
C: -7.99422 -2.27205 -0.40946
C: -9.31395 -1.55613 -0.72549
P: -6.62263 0.45980 -0.82144
O: -6.76867 0.55355 0.65168
H: -5.23087 -4.23291 2.61528
H: -6.47978 -2.91958 3.06546
H: -4.93439 -1.38160 1.78780
H: -5.65696 -3.51192 -0.20638
H: -3.93187 -3.48365 0.05331
H: -4.17717 0.00601 0.29767
H: -3.85128 0.36604 -2.42729
H: -2.25945 -0.14489 -1.94783
H: -3.13686 1.82395 -0.02456
H: -1.83037 1.95508 -1.24001
H: -3.48172 2.45194 -1.62957
H: -4.64138 -3.45170 -2.18125
H: -8.21567 -3.33127 -0.27773
H: -7.55381 -1.93728 0.52736
H: -9.40304 -0.65306 -0.11867
H: -9.28607 -1.22133 -1.76164
H: -10.17107 -2.19403 -0.53703
H: -7.82593 0.72585 -1.49690
H: -5.63372 1.32227 -1.31747
C: -2.92758 3.22737 -5.63198
C: -1.83302 2.70871 -4.71678
O: -2.14496 1.47808 -4.08554
C: -2.37927 0.37805 -4.95006
C: -1.19259 0.01511 -5.82490
H: -3.87574 3.29676 -5.09539
H: -2.65931 4.21432 -6.00996
H: -3.08279 2.57181 -6.49062
H: -1.67708 3.42157 -3.90604
H: -0.88104 2.63330 -5.25225
H: -3.27167 0.55277 -5.56066
H: -2.60798 -0.46251 -4.29624
H: -0.95771 0.80571 -6.53988
H: -1.41071 -0.88993 -6.39204
H: -0.30439 -0.15363 -5.21421
C: 1.13436 -4.08354 1.65639
C: 0.74633 -2.70590 2.16345
O: -0.13003 -2.72920 3.27199
C: 0.36505 -3.36899 4.43468
C: 1.62106 -2.72558 5.00038
H: 0.24325 -4.67314 1.43522
H: 1.73529 -3.99788 0.75012
H: 1.71846 -4.63576 2.39447
H: 0.21266 -2.17418 1.37470
H: 1.63822 -2.11129 2.39452
H: 0.52726 -4.43695 4.24748
H: -0.43560 -3.29799 5.17148
H: 2.46980 -2.81998 4.32112
H: 1.89705 -3.20479 5.94044
H: 1.46025 -1.66140 5.17933
C: 6.06335 2.03846 2.38170
C: 5.43706 0.65588 2.43349
O: 4.40661 0.52480 3.39678
C: 3.28808 1.37471 3.22508
C: 2.55461 1.17386 1.91014
H: 6.42017 2.33735 3.36698
H: 6.90596 2.04724 1.69056
H: 5.35064 2.79386 2.04515
H: 6.19411 -0.07433 2.72053
H: 5.07419 0.35849 1.44249
H: 3.58014 2.42458 3.34533
H: 2.61668 1.14050 4.05186
H: 3.17242 1.45060 1.05414
H: 1.65490 1.78911 1.87957
H: 2.27004 0.12819 1.78701
C: -0.66337 8.12467 -6.15854
C: -0.04581 6.91816 -5.47234
O: -0.19120 5.70887 -6.19410
C: 0.39894 5.67329 -7.48030
C: 1.90364 5.88335 -7.47533
H: -1.71229 7.93614 -6.39114
H: -0.59838 8.99855 -5.50991
H: -0.15491 8.36684 -7.09294
H: -0.54928 6.74712 -4.52043
H: 1.00941 7.10274 -5.24160
H: -0.08858 6.39299 -8.14769
H: 0.17584 4.68043 -7.87232
H: 2.17311 6.88682 -7.14230
H: 2.30383 5.75157 -8.48089
H: 2.38704 5.17068 -6.80601
C: 3.06763 -8.45467 4.30068
C: 1.71713 -8.03114 4.85310
O: 0.85431 -7.45968 3.88768
C: 0.49951 -8.29137 2.79834
C: -0.23749 -9.55642 3.20495
H: 3.55186 -7.61851 3.79440
H: 3.71289 -8.79744 5.10996
H: 2.97643 -9.26995 3.58142
H: 1.86217 -7.25441 5.60452
H: 1.22589 -8.87038 5.35857
H: 1.38365 -8.53421 2.19788
H: -0.15044 -7.68584 2.16622
H: 0.39403 -10.22363 3.79367
H: -0.55951 -10.10441 2.31904
H: -1.11265 -9.31151 3.80801
C: 10.65688 5.06188 4.36137
C: 9.61578 4.82544 3.28040
O: 8.43507 4.19885 3.74524
C: 7.70570 4.89946 4.73514
C: 7.20798 6.26313 4.28634
H: 10.89062 4.12920 4.87623
H: 11.57141 5.45941 3.92044
H: 10.31199 5.77658 5.11008
H: 10.02281 4.14937 2.52815
H: 9.37563 5.76232 2.76463
H: 8.29298 4.98751 5.65619
H: 6.85090 4.26350 4.96820
H: 8.03069 6.95399 4.09534
H: 6.57896 6.70574 5.05915
H: 6.62864 6.17464 3.36630

Its spin multiplicity is 1. The calculation puts the HOMO energy at -0.313 Eh. As for the HOMO-LUMO gap: 9.218 eV. The SMILES is C=CC[C@@]1([C@@H](Br)CC)[C@H](F)C(=O)O[C@]1(OCC)[PH2]=O.CCOCC.CCOCC.CCOCC.CCOCC.CCOCC.CCOCC.

No. 2
Entry from the OMol25 dataset: 2 unconnected molecules or ions with the total composition CH5N4P at a distorted geometry (the ωB97M-V functional and the def2-TZVPD basis).

Cartesian coordinates (Å):
C: 0.11246 -1.84526 -1.88365
N: -0.54784 -0.68334 -2.02209
N: -0.00897 0.14569 -1.20673
N: 0.95470 -0.49847 -0.58915
N: 1.06742 -1.75238 -0.97892
H: -0.12166 -2.73518 -2.42458
H: 1.54636 -0.08816 0.11750
P: -0.70544 1.28954 2.26445
H: 0.22355 2.12389 1.66197
H: -0.75896 2.08721 3.39362
H: -1.76161 1.95647 1.66760

As for the energy above the lowest of the compared OMol25 structures with the same formula, charge and spin: 0.000 eV. Its spin multiplicity is 1. The calculation puts the HOMO energy at -0.378 Eh. As for the HOMO-LUMO gap: 11.195 eV. The SMILES is c1nn[nH]n1.P.